DFT (the ωB97M-V functional and the def2-TZVPD basis) results for a cluster of 7 separate species, C20H46N3O18S in total in a non-equilibrium geometry.

Cartesian coordinates (Å):
H -5.2781 1.1943 5.5218
H -2.0239 1.7426 5.3823
H 5.5699 -3.3598 5.8927
O 1.5326 5.0032 -0.0076
O 1.0178 -1.7442 -1.8039
N -1.4148 3.4427 3.0437
H -6.4943 0.6582 4.3390
H 0.9229 4.3555 1.8648
H 0.0760 3.5921 0.5036
C -2.7758 -2.8453 -6.3517
H 0.4230 1.8100 5.1032
O 1.9646 -1.5774 4.7531
O 2.8025 3.2086 0.5217
N -2.0125 2.7534 5.3072
H -6.4568 2.3581 4.8661
O -4.0837 -0.2043 3.6032
O -4.9837 1.8679 3.5730
H 1.6329 0.0535 3.5193
C -4.8393 -5.5372 -3.1736
H 5.7941 -1.9480 4.8302
H 0.5401 -2.5529 -10.0819
H -1.9844 0.9992 0.7818
O -4.7734 -5.0089 -4.5010
O -3.4125 1.4067 2.1661
C 5.1994 -2.8400 5.0153
C -0.9552 3.1804 4.3948
H -5.6975 -6.2019 -3.1625
O 3.8420 -2.4860 5.3171
H -3.0543 -0.3717 1.1336
H -3.9346 -6.0942 -2.9377
H 0.1987 -0.7441 4.2196
C -2.5053 0.4606 1.5646
H -2.8312 -1.9360 -5.7556
C -5.8545 1.4828 4.6447
H -0.2808 -2.6622 -3.0504
C 2.2467 -2.3062 -5.5543
C 1.1763 -0.9016 3.7750
H -2.9515 -2.6135 -7.3972
C -3.7691 -4.1617 -4.7094
O 2.6879 -2.5021 -6.8991
C -0.4152 4.5326 4.9755
H 4.4005 3.0029 -1.6084
O -3.8171 -3.7557 -5.9740
H 5.2121 3.9275 -0.3189
H 5.2374 -3.4964 4.1490
S 1.2981 4.9271 4.5863
H -0.4589 4.5716 6.0611
H -0.9164 -2.4194 -1.4134
O -2.9502 -3.8243 -3.8906
H 1.2196 5.7039 3.4937
O 2.4806 -0.8068 -0.5297
H 1.5233 -1.4936 -5.5091
O 2.2347 -2.9848 -8.9544
C 4.6316 3.9985 -1.2361
H -0.8032 -1.0426 -2.5402
H -1.7966 -3.3061 -6.2381
H 1.8623 -3.4330 -10.8868
N -0.0189 2.0836 4.2321
H -0.9929 5.3590 4.5622
H -1.7922 0.0929 2.3014
C 0.5202 4.5145 0.8685
H 3.1246 -2.0509 -4.9691
O 0.5427 -2.9373 -7.4585
C 1.7080 -2.8207 -7.7451
H -0.2389 5.2921 0.9022
H 1.0722 -1.5069 2.8755
C 2.7956 0.0429 0.5835
H 5.1843 4.5561 -1.9846
O 3.4234 4.7424 -1.0113
O 3.6769 -1.5134 3.2837
H 2.4199 1.0522 0.4193
H 0.6532 2.2257 3.4866
C 1.2886 -3.3349 -9.9706
C 2.6040 4.2152 -0.1184
H 1.7778 3.7701 4.0930
H -1.9593 3.1511 6.2349
H 1.7988 -3.2192 -5.1660
H -2.1495 4.1453 3.0888
H 3.8781 0.0522 0.6572
C 3.2146 -1.8349 4.3480
H -1.9112 2.6042 2.7419
O 0.2968 -0.3782 -0.1601
C -4.1629 0.9095 3.1606
H 2.3737 -0.3711 1.4999
H -4.9792 -4.7369 -2.4493
C -0.3360 -1.9705 -2.2162
C 1.1815 -0.9271 -0.7751
H 0.8032 -4.2791 -9.7323

Cartesian forces, eV/Å:
H 0.018 -0.039 -0.028
H -0.143 0.006 -0.088
H -0.048 0.008 0.017
O -0.053 -0.049 -0.064
O 0.091 -0.035 -0.110
N -0.148 0.331 0.343
H 0.041 -0.032 -0.002
H 0.020 -0.198 -0.078
H 0.095 -0.083 0.039
C 0.095 0.021 -0.073
H 0.015 -0.191 -0.102
O 0.047 0.002 0.011
O -0.146 0.233 0.106
N 0.235 0.222 0.029
H 0.027 0.020 -0.042
O 0.044 0.011 0.028
O 0.001 0.021 -0.035
H 0.017 -0.017 -0.068
C -0.064 -0.069 0.046
H -0.022 0.007 -0.044
H -0.022 -0.014 0.040
H 0.030 0.048 -0.040
O -0.020 0.004 0.018
O 0.036 -0.094 -0.071
C 0.106 -0.069 0.047
C -0.222 -0.660 -0.274
H -0.005 0.013 -0.045
O -0.025 0.030 -0.031
H -0.017 -0.037 0.051
H 0.026 0.042 0.010
H 0.019 -0.033 0.072
C 0.035 -0.087 -0.048
H 0.012 -0.018 0.040
C -0.108 0.037 0.092
H 0.008 -0.003 0.006
C -0.028 0.036 0.180
C -0.141 -0.115 0.010
H -0.032 -0.035 0.004
C 0.058 0.010 -0.171
O -0.037 -0.016 -0.038
C -0.188 -0.133 -0.262
H -0.020 -0.011 0.045
O -0.039 -0.014 0.068
H -0.038 -0.027 0.021
H -0.012 0.038 -0.032
S 0.353 0.582 0.952
H 0.090 -0.027 0.015
H 0.008 0.050 0.041
O 0.037 0.050 0.105
H -0.057 -0.400 -0.345
O -0.029 0.016 -0.014
H -0.038 -0.032 0.016
O -0.018 0.007 0.041
C 0.128 -0.019 -0.087
H 0.016 0.038 0.066
H -0.017 0.025 0.018
H 0.037 0.012 0.030
N 0.278 0.666 0.588
H -0.023 0.057 0.154
H -0.040 -0.031 -0.003
C -0.101 0.270 -0.139
H 0.062 -0.016 -0.104
O -0.009 0.006 -0.006
C 0.082 0.011 -0.023
H -0.003 -0.020 -0.022
H 0.027 0.046 -0.015
C -0.120 0.066 0.143
H -0.045 0.034 0.002
O -0.102 -0.049 0.021
O 0.029 0.016 0.027
H 0.044 -0.193 -0.040
H -0.158 -0.234 -0.159
C -0.003 -0.029 -0.121
C 0.273 0.079 0.016
H -0.178 -0.032 -0.443
H -0.016 -0.076 0.011
H -0.044 0.018 0.002
H -0.011 -0.017 -0.055
H 0.002 -0.055 -0.035
C -0.037 -0.055 0.129
H 0.122 0.108 -0.159
O -0.148 0.063 0.117
C 0.014 0.045 -0.003
H 0.164 0.046 -0.217
H 0.047 0.010 0.001
C -0.131 -0.122 -0.113
C 0.045 0.008 -0.005
H -0.029 0.021 0.034

The value obtained for the highest occupied orbital energy is -12.077 eV. As for the charge: +1. As for the total energy: -73639.4820 eV. The lowest unoccupied orbital energy comes out at -3.6 eV. The gap between HOMO and LUMO comes out at 8.485 eV.

The computed Mulliken charges, all in e, follow:
1. H 0.290
2. H 0.247
3. H 0.220
4. O -0.367
5. O -0.260
6. N -0.348
7. H 0.314
8. H -0.303
9. H 0.286
10. C -0.535
11. H 0.272
12. O -0.390
13. O -0.606
14. N -0.568
15. H 0.231
16. O -0.561
17. O -0.334
18. H 0.102
19. C -0.618
20. H 0.293
21. H 0.290
22. H 0.175
23. O -0.336
24. O -0.491
25. C -0.617
26. C 0.769
27. H 0.215
28. O -0.358
29. H 0.577
30. H 0.292
31. H 0.279
32. C -0.565
33. H 0.276
34. C -0.652
35. H 0.170
36. C -0.619
37. C -0.479
38. H 0.215
39. C 0.812
40. O -0.326
41. C -1.109
42. H 0.288
43. O -0.328
44. H 0.289
45. H 0.298
46. S 0.036
47. H 0.506
48. H 0.330
49. O -0.539
50. H 0.341
51. O -0.371
52. H 0.283
53. O -0.342
54. C -0.595
55. H 0.333
56. H 0.273
57. H 0.214
58. N -0.296
59. H 0.492
60. H 0.170
61. C -0.160
62. H 0.279
63. O -0.551
64. C 0.795
65. H 0.319
66. H 0.419
67. C 0.382
68. H 0.224
69. O -0.356
70. O -0.521
71. H 0.026
72. H 0.100
73. C -0.617
74. C 0.770
75. H 0.285
76. H 0.246
77. H 0.286
78. H 0.363
79. H 0.262
80. C 0.702
81. H -0.123
82. O -0.545
83. C 0.818
84. H -0.301
85. H 0.285
86. C -0.681
87. C 0.731
88. H 0.295